## A
The following is a quantum chemistry calculation of C21H30ClN3O2 in the gas phase, from the OMol25 dataset.

Results
Kohn-Sham gap, eV: 9.0
SMILES: Cc1ccc(CC(=O)NCC(C)(C)NC(=O)[C@H]2CCN3CC[C@H]2C3)c(Cl)c1

Positions of all 57 atoms, in Å:
C 0.921 7.576 -0.238
C 0.620 6.251 0.417
C -0.456 5.479 0.006
C -0.715 4.258 0.612
C 0.098 3.763 1.626
C -0.245 2.402 2.215
C 0.495 1.236 1.559
O -0.097 0.474 0.802
N 1.801 1.085 1.842
C 2.619 0.049 1.266
C 3.346 0.472 -0.012
C 4.292 1.628 0.338
C 4.160 -0.704 -0.548
N 2.335 0.848 -0.995
C 2.436 1.756 -1.991
O 3.472 2.360 -2.236
C 1.217 1.961 -2.914
C -0.146 1.485 -2.370
C -0.876 2.512 -1.495
N -0.776 3.882 -1.996
C -1.221 3.985 -3.389
C 0.023 3.738 -4.285
C 1.145 3.451 -3.275
C 0.640 4.244 -2.066
C 1.159 4.566 2.059
Cl 2.162 4.126 3.408
C 1.416 5.790 1.457
H 0.073 7.933 -0.820
H 1.145 8.334 0.514
H 1.788 7.491 -0.895
H -1.093 5.812 -0.803
H -1.550 3.668 0.257
H -0.072 2.397 3.295
H -1.306 2.213 2.084
H 2.246 1.783 2.412
H 3.351 -0.269 2.009
H 2.000 -0.829 1.067
H 4.900 1.378 1.210
H 4.970 1.856 -0.480
H 3.735 2.540 0.561
H 4.923 -1.024 0.165
H 3.521 -1.561 -0.770
H 4.665 -0.420 -1.471
H 1.402 0.522 -0.786
H 1.511 1.386 -3.796
H -0.774 1.190 -3.221
H -0.078 0.515 -1.867
H -1.931 2.243 -1.418
H -0.475 2.480 -0.484
H -2.038 3.295 -3.603
H -1.616 4.989 -3.564
H -0.120 2.920 -4.993
H 0.263 4.637 -4.853
H 2.109 3.809 -3.629
H 0.743 5.320 -2.238
H 1.173 4.014 -1.141
H 2.246 6.389 1.812

---

## B
The following is a quantum chemistry calculation of C21H30ClN3O2 in the gas phase, from the OMol25 dataset.

Results
Kohn-Sham gap, eV: 9.2
SMILES: Cc1ccc(CC(=O)NCC(C)(C)NC(=O)[C@H]2CCN3CC[C@H]2C3)c(Cl)c1

Positions of all 57 atoms, in Å:
C -2.264 0.267 3.933
C -1.928 1.241 2.837
C -0.736 1.952 2.838
C -0.435 2.827 1.807
C -1.307 3.035 0.746
C -0.948 3.986 -0.358
C -0.364 3.409 -1.639
O 0.043 4.160 -2.512
N -0.315 2.066 -1.758
C 0.167 1.486 -2.991
C -0.235 0.023 -3.174
C -1.749 -0.156 -3.131
C 0.284 -0.419 -4.540
N 0.437 -0.854 -2.196
C 0.095 -1.059 -0.901
O -0.783 -0.419 -0.338
C 0.831 -2.212 -0.208
C 2.367 -2.160 -0.319
C 3.009 -1.265 0.745
N 2.443 -1.445 2.083
C 2.453 -2.863 2.473
C 1.121 -3.487 1.953
C 0.415 -2.310 1.257
C 1.015 -1.127 2.024
C -2.506 2.330 0.773
Cl -3.668 2.546 -0.504
C -2.814 1.446 1.790
H -1.430 0.148 4.622
H -3.130 0.605 4.505
H -2.507 -0.713 3.519
H -0.027 1.811 3.645
H 0.506 3.365 1.821
H -1.825 4.561 -0.664
H -0.214 4.708 0.000
H -0.653 1.454 -1.025
H -0.237 2.068 -3.823
H 1.258 1.572 -3.054
H -2.197 0.408 -3.951
H -2.006 -1.210 -3.256
H -2.185 0.191 -2.199
H -0.163 0.185 -5.328
H 1.369 -0.308 -4.607
H 0.027 -1.464 -4.724
H 1.189 -1.413 -2.560
H 0.496 -3.113 -0.737
H 2.753 -3.179 -0.219
H 2.693 -1.835 -1.311
H 4.081 -1.469 0.788
H 2.894 -0.212 0.477
H 3.338 -3.358 2.071
H 2.512 -2.934 3.561
H 1.283 -4.336 1.287
H 0.515 -3.837 2.789
H -0.669 -2.356 1.335
H 0.608 -1.084 3.039
H 0.843 -0.162 1.553
H -3.752 0.906 1.754

---

Quick one: most stable of them? B

---

## A
The following is a quantum chemistry calculation of C2H3N3S in the gas phase, from the OMol25 dataset.

Results
Kohn-Sham gap (spin up / spin down), eV: 7.9 / 7.9
SMILES: [S-][n+]1cc[nH]n1

Positions of all 9 atoms, in Å:
S -2.901 -0.372 0.026
N -1.167 0.194 -0.122
C -0.305 -0.823 -0.075
C 0.978 -0.329 -0.010
N 0.825 1.005 0.015
N -0.418 1.396 -0.093
H -0.535 -1.822 -0.080
H 1.889 -0.779 0.072
H 1.633 1.528 0.268

---

## B
The following is a quantum chemistry calculation of C2H3N3S in the gas phase, from the OMol25 dataset.

Results
Kohn-Sham gap, eV: 9.6
SMILES: Sc1cnn[nH]1

Positions of all 9 atoms, in Å:
S -1.195 -1.408 -0.720
C -0.108 -0.214 -0.039
C 0.875 -0.248 0.918
N 1.407 1.008 1.044
N 0.812 1.805 0.224
N -0.112 1.088 -0.433
H -0.758 -2.439 0.020
H 1.201 -1.078 1.515
H -0.688 1.521 -1.135

---

## C
The following is a quantum chemistry calculation of C2H3N3S in the gas phase, from the OMol25 dataset.

Results
Kohn-Sham gap, eV: 9.9
SMILES: [H]/N=C(\C#N)NS

Positions of all 9 atoms, in Å:
H 1.074 -0.406 2.001
N 0.413 -0.993 1.508
C 0.325 -0.381 0.419
C 1.245 0.807 0.233
N 1.871 1.840 0.456
N -0.866 -0.463 -0.427
S -0.761 -0.171 -2.108
H -1.639 -1.010 -0.024
H -1.662 0.776 -2.058

---

## D
The following is a quantum chemistry calculation of C2H3N3S in the gas phase, from the OMol25 dataset.

Results
Kohn-Sham gap, eV: 8.7
SMILES: C1=NN=NCS1

Positions of all 9 atoms, in Å:
C -0.038 -1.254 0.714
N 1.213 -0.660 0.761
N 1.581 0.087 -0.223
N 0.879 0.856 -0.875
C -0.514 0.945 -0.513
S -1.205 -0.763 -0.439
H -0.211 -2.100 1.351
H -0.650 1.378 0.486
H -1.055 1.511 -1.262

---

Quick one: most stable of them? B

---

## A
The following is a quantum chemistry calculation of C7H11NO in the gas phase, from the OMol25 dataset.

Results
Kohn-Sham gap, eV: 9.5
SMILES: C=C(C)[C@H](N)[C@H]1CC1=O

Positions of all 20 atoms, in Å:
C -1.353 -1.276 1.233
C -0.826 -0.660 0.181
C -1.273 -0.967 -1.213
C -0.100 0.828 0.416
N -0.860 1.951 -0.016
C 1.209 0.731 -0.307
C 2.449 0.464 0.553
C 1.790 -0.638 -0.158
O 2.014 -1.714 -0.649
H -1.021 -1.067 2.240
H -2.172 -1.974 1.138
H -2.086 -0.326 -1.559
H -1.600 -1.992 -1.374
H -0.481 -0.843 -1.954
H 0.013 0.897 1.501
H -1.742 2.036 0.471
H -1.009 1.971 -1.018
H 1.299 1.225 -1.266
H 2.364 0.527 1.630
H 3.385 0.825 0.150

---

## B
The following is a quantum chemistry calculation of 3 unconnected molecules or ions with the total composition C7H11NO, from the OMol25 dataset.

Results
Kohn-Sham gap (spin up / spin down), eV: 7.1 / 7.3

Positions of all 20 atoms, in Å:
C -2.888 -0.077 0.137
C 1.080 -1.846 0.672
C -0.243 1.875 -0.464
C -1.695 -0.999 -0.059
C 0.471 -0.586 0.261
C 0.364 0.605 -0.067
C 2.522 0.859 0.022
N 3.388 0.411 -0.765
O -1.838 -2.177 -0.251
H 3.017 -0.218 -1.484
H 2.810 1.550 0.831
H -2.706 0.579 0.994
H -3.000 0.550 -0.752
H -3.809 -0.648 0.303
H 1.638 -1.736 1.604
H 0.293 -2.593 0.816
H 1.755 -2.223 -0.101
H 0.521 2.655 -0.531
H -0.966 2.217 0.281
H -0.715 1.802 -1.446

---

## C
The following is a quantum chemistry calculation of C7H11NO in the gas phase, from the OMol25 dataset.

Results
Kohn-Sham gap, eV: 9.3
SMILES: C[C@]12CC=CO[C@@H]1[C@H]2N

Positions of all 20 atoms, in Å:
C -0.100 1.518 -1.212
C -0.385 0.594 -0.014
C 0.558 0.893 1.183
C 1.889 0.184 0.849
C 1.988 -0.721 -0.120
O 0.918 -1.175 -0.878
C -0.252 -0.898 -0.096
C -1.578 -0.264 -0.369
N -2.651 -0.343 0.609
H -0.633 2.473 -1.050
H -0.361 0.981 -2.125
H 0.943 1.853 -1.246
H 0.686 1.986 1.149
H 0.070 0.508 2.110
H 2.803 0.450 1.412
H 2.917 -1.233 -0.394
H -0.369 -1.435 0.889
H -2.007 -0.173 -1.392
H -3.241 -1.168 0.508
H -2.310 -0.286 1.568

---

Quick one: most stable of them? A

---

## A
The following is a quantum chemistry calculation of a molecular structure, C7H11NO, from the OMol25 dataset.

Results
Kohn-Sham gap, eV: 8.1

Positions of all 20 atoms, in Å:
C -0.140 1.696 1.053
C 2.358 -0.520 0.998
C -1.938 -1.292 -1.067
C -0.215 0.198 0.799
C 1.158 -0.315 0.157
C -1.061 -0.068 -1.044
C 0.742 -0.529 -1.041
N -1.409 0.967 -1.710
O -0.766 -0.585 1.588
H -0.741 1.733 -1.601
H 0.914 -0.972 -2.003
H 0.401 2.222 0.266
H -1.158 2.083 1.111
H 0.377 1.862 2.000
H 2.771 0.443 1.310
H 2.065 -1.067 1.898
H 3.130 -1.079 0.467
H -2.389 -1.405 -2.054
H -2.727 -1.183 -0.320
H -1.372 -2.188 -0.806

---

## B
The following is a quantum chemistry calculation of 2 unconnected molecules or ions with the total composition C7H11NO, from the OMol25 dataset.

Results
Kohn-Sham gap, eV: 9.0
SMILES: [H]/N=C\C=O.C=CC(=C)C

Positions of all 20 atoms, in Å:
H 1.184 2.034 0.503
N 1.834 1.641 -0.182
C 2.034 0.410 -0.056
C 1.280 -0.629 0.809
O 1.206 -0.060 1.916
H 2.739 -0.081 -0.717
H 1.660 -1.656 0.689
C -1.489 0.965 1.514
C -1.275 0.794 0.209
C -0.629 -0.374 -0.419
C -0.710 -1.628 0.131
C -0.451 -0.243 -1.909
H -1.907 1.886 1.889
H -1.245 0.214 2.246
H -1.537 1.592 -0.474
H -0.447 -2.504 -0.442
H -0.997 -1.783 1.159
H 0.099 0.670 -2.143
H 0.079 -1.098 -2.329
H -1.426 -0.152 -2.392

---

Quick one: most stable of them? B

---

## A
The following is a quantum chemistry calculation of C7H11NO in the gas phase, from the OMol25 dataset.

Results
Kohn-Sham gap, eV: 8.6

Positions of all 20 atoms, in Å:
C 0.159 -1.650 -0.335
C 0.370 1.572 -0.770
C 2.314 0.357 0.525
C -2.355 -0.981 -0.072
C -0.420 0.690 0.195
C 1.186 0.382 -0.471
C -0.903 -0.633 -0.090
O -0.877 1.257 1.379
N 0.754 -0.671 -1.245
H -1.072 2.192 1.240
H 0.745 -1.960 0.542
H -0.203 -2.532 -0.865
H 0.682 2.520 -0.329
H -0.023 1.654 -1.779
H 3.251 0.646 0.040
H 2.134 1.047 1.352
H 2.452 -0.642 0.941
H -2.571 -1.796 0.627
H -2.973 -0.120 0.182
H -2.651 -1.331 -1.068

---

## B
The following is a quantum chemistry calculation of a molecular structure, C7H11NO, from the OMol25 dataset.

Results
Kohn-Sham gap, eV: 8.9

Positions of all 20 atoms, in Å:
C 1.464 2.155 0.525
C 1.827 0.898 0.020
C 1.362 -0.239 -0.239
C 2.117 -1.269 -0.913
C -0.076 -0.674 0.173
C -1.127 -0.161 -0.537
C -2.527 -0.010 0.048
H 0.154 2.297 0.523
H 2.004 1.976 1.724
H 2.057 3.081 -0.236
H 2.845 0.930 -0.316
H 1.533 -1.963 -1.737
H 2.702 -2.026 -0.137
H 2.915 -0.727 -1.625
H -1.232 -1.928 1.356
H 0.308 -1.150 2.369
H -0.861 0.446 -1.392
H -2.817 -0.239 1.349
N -0.145 -1.498 1.218
O -3.355 0.699 -0.607

---

## C
The following is a quantum chemistry calculation of a molecular structure, C7H11NO, from the OMol25 dataset.

Results
Kohn-Sham gap, eV: 9.7

Positions of all 20 atoms, in Å:
C 2.087 -1.394 -0.457
C 0.935 -0.578 0.002
C -0.297 -1.558 0.113
C -1.781 -0.824 -0.153
C -1.425 0.526 -0.744
C -0.529 1.168 0.280
C 0.765 1.009 0.051
H 2.895 -0.351 -0.793
H 2.720 -2.040 0.736
H 2.063 -2.367 -1.402
H 0.303 -2.352 -0.671
H -0.110 -1.882 1.173
H -2.483 -1.300 -1.023
H -2.496 -0.943 0.757
H -0.673 0.366 -1.685
H -0.979 1.049 1.187
H 1.693 1.617 -0.378
H 0.547 0.229 1.976
N 1.350 0.199 1.194
O -1.431 2.062 -0.349

---

Quick one: most stable of them? A

---

## A
The following is a quantum chemistry calculation of C7H11NO in the gas phase, from the OMol25 dataset.

Results
Kohn-Sham gap, eV: 9.7
SMILES: C=C1CN[C@H]2C[C@@]12CO

Positions of all 20 atoms, in Å:
C -1.324 -0.653 1.715
C -0.872 -0.249 0.536
C -1.764 0.459 -0.461
N -1.137 0.227 -1.836
C 0.335 0.153 -1.524
C 0.947 1.247 -0.709
C 0.461 -0.143 -0.183
C 1.760 -0.821 0.536
O 1.926 -0.696 1.892
H -2.418 -0.542 1.991
H -0.722 -1.197 2.389
H -1.670 1.575 -0.321
H -2.846 0.001 -0.494
H -1.342 1.098 -2.405
H 0.768 -0.311 -2.443
H 0.291 2.036 -0.327
H 1.958 1.475 -0.916
H 1.671 -1.904 0.149
H 2.709 -0.611 0.082
H 1.268 -1.143 2.328

---

## B
The following is a quantum chemistry calculation of C7H11NO in the gas phase, from the OMol25 dataset.

Results
Kohn-Sham gap, eV: 9.9
SMILES: C1C[C@@]23COC[C@]2(C1)N3

Positions of all 20 atoms, in Å:
C -2.097 -0.131 0.108
C -0.970 -1.040 -0.468
C 0.269 -0.735 0.182
C 1.804 -1.122 -0.048
O 2.544 0.147 -0.014
C 1.522 1.266 -0.162
C 0.142 0.712 0.266
C -1.199 1.182 -0.038
N 0.036 -0.145 1.385
H -2.920 -0.191 -0.626
H -2.463 -0.309 1.186
H -1.169 -2.174 -0.240
H -0.872 -0.892 -1.633
H 2.179 -1.423 -1.090
H 1.905 -1.863 0.924
H 1.571 1.642 -1.290
H 1.770 2.034 0.492
H -1.443 1.242 -1.164
H -1.504 2.001 0.442
H 0.895 -0.202 1.789

---

## C
The following is a quantum chemistry calculation of C7H11NO in the gas phase, from the OMol25 dataset.

Results
Kohn-Sham gap, eV: 9.6

Positions of all 20 atoms, in Å:
C 0.419 1.933 0.162
C 0.276 0.374 0.301
C 1.649 -0.314 0.606
C -0.380 -0.400 -0.840
C -0.863 -0.494 0.948
C -2.128 0.192 0.322
C -1.772 0.333 -0.931
H 0.831 2.385 1.136
H -0.588 2.368 -0.113
H 1.214 2.066 -0.571
H 2.011 0.119 1.475
H 1.410 -1.324 1.112
H 3.336 -0.926 -0.681
H 0.053 -0.535 -1.873
H 0.005 -2.206 0.041
H -0.855 -0.761 2.092
H -2.878 0.742 0.873
H -2.313 0.781 -1.664
N -0.809 -1.565 -0.065
O 2.529 -0.186 -0.598

---

Quick one: most stable of them? A